Molecular formula: C18H34N3O4ScSe
Method: DFT, the ωB97M-V functional and the def2-TZVPD basis

The geometry in XYZ format:
```
61
Properties=species:S:1:pos:R:3
Sc -0.01 0.13 -0.51
C 2.86 -0.97 2.62
C 2.48 -0.90 1.15
C 2.06 -2.13 0.48
C 2.18 -3.41 1.24
C 1.62 -2.10 -0.88
C 1.07 -3.35 -1.59
C 1.90 -0.96 -1.68
C 2.10 -1.11 -3.17
C 2.29 0.29 -1.05
C 2.76 1.38 -2.00
C 2.51 0.28 0.36
C 2.86 1.58 1.06
H 3.90 -1.32 2.79
H 2.22 -1.64 3.19
H 2.83 0.05 3.12
H 2.08 -4.22 0.51
H 1.38 -3.52 2.03
H 3.21 -3.50 1.63
H 0.57 -2.97 -2.48
H 0.31 -3.90 -0.96
H 1.87 -4.01 -1.91
H 2.97 -0.51 -3.43
H 1.21 -0.79 -3.74
H 2.22 -2.19 -3.35
H 3.81 1.23 -2.34
H 2.74 2.37 -1.51
H 2.08 1.45 -2.87
H 2.64 2.52 0.48
H 3.95 1.64 1.30
H 2.43 1.68 2.07
N -3.87 2.24 -0.94
C -3.10 1.49 0.11
C -3.77 0.19 0.54
C -2.76 -0.62 1.41
N -1.66 -1.17 0.58
C -2.14 0.21 2.54
C -1.69 1.68 2.18
N -0.39 1.63 1.44
C -2.81 2.33 1.35
H -4.91 2.07 -0.95
H -3.40 2.06 -1.93
H -3.80 3.23 -0.86
H -2.22 1.32 -0.49
H -4.05 -0.43 -0.33
H -4.74 0.34 1.11
H -3.30 -1.49 1.88
H -2.14 -1.70 -0.15
H -1.16 -1.91 1.11
H -1.35 -0.41 2.96
H -2.91 0.25 3.38
H -1.62 2.27 3.10
H 0.37 1.51 2.09
H -0.18 2.54 1.03
H -2.49 3.36 1.13
H -3.73 2.45 1.93
O -2.53 1.93 -3.25
Se -1.13 1.05 -3.08
O -1.20 -0.53 -2.38
O -0.24 1.83 -1.66
O -0.16 1.12 -4.42
```

Summary:
Total charge ... +2
Frontier orbital gap ... 8.9 eV

Molecular formula: C18H34N3OPRuSeSi
Method: DFT, the ωB97M-V functional and the def2-TZVPD basis

The geometry in XYZ format:
```
60
Properties=species:S:1:pos:R:3
Ru -0.96 -0.27 -0.70
Si -0.24 -2.18 -1.86
P 0.21 0.86 -2.15
N -2.60 0.27 -1.08
H 3.36 -0.91 0.33
C 0.73 2.53 -1.66
H 0.96 3.12 -2.56
H 1.60 2.49 -1.00
H -0.09 3.01 -1.11
C 1.71 0.36 -3.10
H 1.92 1.14 -3.84
H 1.54 -0.60 -3.62
H 2.54 0.24 -2.39
C -0.91 1.21 -3.57
H -0.45 1.90 -4.28
H -1.83 1.65 -3.15
H -1.18 0.27 -4.07
C 1.48 -3.03 -1.71
H 1.73 -3.07 -0.63
H 2.19 -2.40 -2.27
H 1.44 -4.05 -2.14
H -1.15 -3.23 -1.33
H -0.42 -2.14 -3.35
C -3.92 0.16 -1.13
C -6.16 0.92 -0.53
C -4.80 1.07 -0.43
C -4.49 -0.97 -1.82
C -5.87 -1.11 -1.92
C -6.68 -0.16 -1.29
H -6.83 1.61 -0.03
H -4.36 1.87 0.19
H -3.81 -1.72 -2.24
H -6.27 -1.96 -2.47
H -7.76 -0.27 -1.36
C 4.20 0.24 0.52
O 3.37 -0.14 -0.40
C 3.62 0.94 1.71
H 4.19 1.83 2.02
H 3.40 0.30 2.59
H 2.62 1.30 1.44
C 5.59 -0.25 0.39
H 6.24 0.63 0.36
H 5.61 -0.78 -0.58
H 5.86 -0.97 1.19
C -1.33 1.43 2.16
N -0.41 0.75 3.06
C -0.16 1.13 4.37
C 0.69 0.22 4.90
N 0.96 -0.71 3.90
C 1.82 -1.87 4.09
C 0.38 -0.30 2.72
Se 0.77 -0.82 0.93
H -2.32 1.45 2.65
H -1.40 0.89 1.19
H -1.00 2.47 2.00
H -0.59 2.02 4.80
H 1.17 0.17 5.87
H 2.88 -1.60 3.97
H 1.67 -2.27 5.11
H 1.56 -2.64 3.36
```

Summary:
Total charge ... 0
Frontier orbital gap (spin up / spin down) ... 5.3 / 6.7 eV
Spin multiplicity ... 5

Molecular formula: C18H34N9O4
Method: DFT, the ωB97M-V functional and the def2-TZVPD basis

The geometry in XYZ format:
```
65
Properties=species:S:1:pos:R:3
O 0.76 -3.20 2.19
O 2.55 1.19 -1.64
O -1.60 2.70 -2.06
O 1.93 -0.01 4.77
N -2.72 -3.25 -7.03
C 0.49 -2.30 2.97
C 2.07 0.07 -1.49
C -0.75 1.93 -1.62
C 1.37 0.75 4.01
C -1.46 -3.34 -6.89
C -2.13 2.39 4.98
C -1.73 1.76 3.84
C -2.50 3.76 3.28
N -0.80 -4.24 -7.61
N -2.60 3.64 4.62
N 1.68 2.05 3.95
N 4.35 -0.77 -0.65
N -0.76 -2.56 -6.05
N 0.73 -0.11 -1.75
N 0.43 -1.06 2.48
N -1.98 2.62 2.78
C 0.13 -2.64 4.41
C -0.51 1.98 -0.12
C 2.76 2.66 4.74
C 2.92 -1.08 -0.89
C -1.46 -1.64 -5.14
C -0.07 0.87 -2.51
C -0.42 -0.88 -4.32
C -1.10 0.09 -3.35
C -1.18 0.36 3.74
C 0.22 0.26 3.10
H -3.16 -3.90 -7.68
H -2.09 1.98 5.99
H -2.84 4.62 2.69
H 0.18 -4.02 -7.77
H -1.32 -4.62 -8.40
H -2.99 4.34 5.25
H 1.21 2.64 3.29
H 4.85 -0.64 -1.54
H 4.46 0.07 -0.08
H 0.13 -2.95 -5.75
H 0.40 -1.07 -1.74
H 0.69 -1.06 1.51
H -1.90 2.39 1.80
H 0.79 -2.12 5.10
H 0.27 -3.71 4.55
H -0.91 -2.39 4.60
H 0.56 1.92 0.10
H -1.03 1.14 0.35
H -0.88 2.92 0.28
H 2.76 3.74 4.62
H 2.63 2.41 5.80
H 3.72 2.26 4.42
H 2.47 -1.37 0.06
H 2.85 -1.94 -1.56
H -2.06 -0.93 -5.72
H -2.12 -2.20 -4.48
H 0.58 1.41 -3.21
H 0.19 -1.60 -3.78
H 0.23 -0.32 -5.00
H -1.78 -0.46 -2.68
H -1.72 0.80 -3.92
H -1.14 -0.08 4.74
H -1.89 -0.23 3.15
H 0.23 0.96 2.27
```

Summary:
Total charge ... +1
Frontier orbital gap ... 6.5 eV

no.,strongest force on any atom (hartree/bohr),DFT total energy (eV)
1,0.059,-117911.82827
2,0.107,-110823.88978
3,0.057,-40813.55847